{
  "formula": "C26H71InN5O6",
  "method": "wB97M-V/def2-TZVPD",
  "homo_ev": -4.21,
  "max_force_ev_per_a": 1.0,
  "charge": -1,
  "spin_multiplicity": 1,
  "elements": ["C", "C", "C", "C", "C", "C", "In", "O", "H", "H", "H", "H", "H", "H", "H", "H", "H", "H", "H", "H", "H", "H", "H", "H", "C", "C", "C", "O", "C", "N", "H", "H", "H", "H", "H", "H", "H", "H", "H", "H", "H", "C", "C", "C", "O", "C", "N", "H", "H", "H", "H", "H", "H", "H", "H", "H", "H", "H", "C", "C", "C", "O", "C", "N", "H", "H", "H", "H", "H", "H", "H", "H", "H", "H", "H", "C", "C", "C", "O", "C", "N", "H", "H", "H", "H", "H", "H", "H", "H", "H", "H", "H", "C", "C", "C", "O", "C", "N", "H", "H", "H", "H", "H", "H", "H", "H", "H", "H", "H"],
  "positions_angstrom": [[-3.69125, -0.39728, -0.69221], [-2.77492, -1.36728, 0.08493], [-3.40834, -2.76335, 0.13461], [-2.44185, -3.94525, 0.09993], [-1.35803, -3.85267, -0.97514], [-1.19834, -5.16880, -1.76608], [-2.31952, -4.99492, -3.71651], [-4.30006, -5.62094, -3.42552], [-3.55904, 0.63477, -0.37826], [-3.49102, -0.51732, -1.75392], [-4.72644, -0.69078, -0.53879], [-1.81332, -1.36828, -0.42181], [-2.59654, -0.99418, 1.09315], [-4.03554, -2.80690, 1.02663], [-4.06682, -2.85621, -0.72844], [-2.01960, -4.10299, 1.09408], [-3.02489, -4.84158, -0.10947], [-1.60652, -3.04668, -1.66355], [-0.41683, -3.56833, -0.50042], [-1.51030, -6.02675, -1.17568], [-0.15559, -5.27930, -2.05314], [-2.26973, -3.26924, -4.22503], [-1.49958, -6.06007, -4.91349], [-4.48607, -5.56135, -2.47206], [-1.63308, 0.00227, 6.68935], [-0.79309, 0.22042, 5.43501], [-1.42756, -0.33527, 4.15164], [-1.34502, -1.73769, 4.01055], [-2.35087, -2.47732, 4.67466], [0.55543, -0.30625, 5.66404], [-1.57623, -1.02732, 7.04127], [-1.27073, 0.63773, 7.49749], [-2.68235, 0.24551, 6.51040], [-0.70131, 1.30119, 5.28900], [-0.87723, 0.07259, 3.29943], [-2.46969, -0.00361, 4.04909], [-3.30701, -1.94532, 4.67102], [-2.06739, -2.71223, 5.70414], [-2.47248, -3.41608, 4.13440], [1.14945, -0.05934, 4.87766], [0.49966, -1.32094, 5.62901], [1.49495, -0.60934, -3.42376], [0.53831, 0.10253, -2.47456], [0.56991, 1.63252, -2.58211], [1.69534, 2.25414, -1.98020], [2.86719, 2.26236, -2.77666], [0.77718, -0.36918, -1.10694], [2.52919, -0.56360, -3.07966], [1.22436, -1.66240, -3.48916], [1.45060, -0.18646, -4.42983], [-0.47521, -0.20326, -2.75095], [-0.29800, 2.02829, -2.04708], [0.48189, 1.95423, -3.62852], [2.63473, 2.36864, -3.84026], [3.45576, 1.35649, -2.61499], [3.47649, 3.11262, -2.46557], [0.06175, 0.01295, -0.49363], [1.64766, 0.03948, -0.77590], [8.00031, 6.20432, -0.39518], [7.68194, 6.01820, -1.87514], [6.25606, 5.51818, -2.14716], [6.06034, 4.13768, -1.89934], [5.83045, 3.80268, -0.54078], [8.70683, 5.16098, -2.48021], [8.18229, 5.25302, 0.10341], [8.90295, 6.80443, -0.27927], [7.18448, 6.71190, 0.12313], [7.75688, 7.00187, -2.34927], [6.05095, 5.65098, -3.21418], [5.51311, 6.11108, -1.60032], [5.26219, 4.57973, -0.02376], [6.77683, 3.62291, -0.02452], [5.25530, 2.87653, -0.51952], [8.56624, 5.12869, -3.48591], [8.53399, 4.20842, -2.16950], [2.72881, 7.01543, -2.81746], [2.22604, 6.00098, -1.79548], [0.71181, 6.05326, -1.55925], [0.27526, 7.13872, -0.75994], [0.07266, 8.35624, -1.44908], [2.98232, 6.15729, -0.54721], [2.78047, 8.02434, -2.40684], [3.73415, 6.74969, -3.14338], [2.08610, 7.03759, -3.69966], [2.44471, 5.00744, -2.19191], [0.42589, 5.15271, -1.01104], [0.16442, 6.04033, -2.51069], [-0.31456, 8.18478, -2.45779], [0.99167, 8.94524, -1.50865], [-0.66247, 8.93243, -0.88730], [2.71561, 5.41262, 0.09184], [2.64803, 7.00454, -0.09452], [-6.22556, -8.42217, 2.68013], [-5.51217, -7.09626, 2.92309], [-5.01248, -6.40871, 1.64403], [-3.84827, -6.97781, 1.08878], [-4.05404, -8.09311, 0.24043], [-4.43661, -7.30271, 3.89832], [-5.52365, -9.22416, 2.45461], [-6.77792, -8.71961, 3.57212], [-6.93268, -8.34429, 1.85214], [-6.23894, -6.41437, 3.37638], [-4.73736, -5.38037, 1.89770], [-5.80620, -6.35020, 0.88737], [-4.98470, -7.99834, -0.32569], [-4.05921, -9.03171, 0.80252], [-3.22375, -8.12143, -0.46391], [-4.03517, -6.40259, 4.14532], [-3.68278, -7.79012, 3.42035]],
  "forces_ev_per_angstrom": [[0.26, -0.54, 0.39], [-0.37, 0.39, -0.21], [0.42, 0.16, -0.18], [-0.31, -0.03, 0.03], [0.15, -0.47, 0.20], [-0.41, 0.80, -0.42], [0.50, -0.28, 0.01], [-0.08, 0.05, 0.61], [0.02, 0.19, -0.15], [-0.03, 0.19, -0.17], [-0.24, 0.19, 0.09], [0.18, -0.26, 0.06], [0.03, 0.00, 0.18], [-0.21, -0.11, 0.04], [-0.12, -0.02, -0.15], [0.23, -0.01, 0.06], [-0.15, -0.09, 0.10], [0.02, 0.20, -0.11], [0.12, 0.17, 0.03], [0.11, -0.17, 0.14], [0.18, -0.27, -0.06], [-0.09, -0.11, 0.11], [-0.27, 0.09, 0.05], [0.10, -0.03, -0.59], [-0.04, 0.08, 0.04], [-0.03, -0.14, 0.08], [0.07, 0.10, -0.13], [-0.07, 0.02, 0.12], [0.11, -0.11, -0.12], [-0.02, 0.01, -0.13], [0.00, -0.05, -0.05], [0.04, -0.01, -0.01], [0.00, -0.02, -0.01], [-0.01, 0.02, -0.06], [0.02, -0.05, -0.01], [-0.02, 0.00, 0.08], [-0.01, 0.03, 0.03], [-0.08, 0.05, 0.04], [0.01, 0.02, -0.04], [0.01, 0.05, 0.05], [0.01, 0.01, 0.05], [-0.01, -0.13, -0.08], [0.17, -0.05, 0.06], [-0.21, -0.01, 0.07], [0.06, 0.14, -0.17], [0.07, 0.03, 0.31], [-0.06, 0.29, 0.01], [-0.01, 0.06, 0.05], [-0.01, 0.00, 0.02], [-0.02, 0.01, 0.02], [-0.04, 0.03, 0.00], [0.04, 0.01, 0.04], [0.04, -0.05, -0.03], [-0.03, -0.06, -0.02], [0.02, -0.02, -0.17], [0.01, -0.01, -0.01], [-0.03, -0.16, 0.00], [0.02, -0.07, -0.05], [0.02, 0.11, 0.05], [0.03, -0.14, 0.10], [-0.01, 0.12, -0.14], [-0.12, 0.04, 0.07], [0.09, -0.15, -0.08], [-0.12, 0.01, -0.08], [-0.03, -0.04, -0.02], [0.02, -0.03, -0.03], [-0.01, -0.02, -0.01], [-0.04, 0.01, -0.04], [0.03, -0.07, -0.01], [0.04, -0.03, 0.10], [0.03, 0.06, -0.03], [-0.06, 0.04, 0.13], [-0.01, 0.01, -0.06], [0.05, 0.05, 0.01], [0.05, 0.01, 0.03], [0.05, 0.00, -0.09], [0.01, 0.22, -0.01], [-0.02, -0.24, 0.03], [0.00, 0.08, -0.09], [0.00, -0.02, 0.16], [-0.12, -0.05, 0.06], [-0.05, 0.01, 0.05], [0.01, 0.00, 0.03], [-0.01, 0.01, 0.01], [-0.10, -0.07, 0.04], [0.00, 0.02, 0.03], [0.05, 0.04, -0.03], [0.03, 0.00, -0.03], [0.00, 0.01, -0.10], [-0.01, -0.02, 0.01], [0.07, -0.05, -0.05], [0.06, 0.03, -0.02], [-0.10, -0.01, 0.02], [0.04, -0.11, -0.06], [0.03, 0.16, 0.00], [-0.10, -0.15, 0.08], [0.17, 0.05, -0.05], [0.03, 0.09, -0.03], [0.06, 0.02, -0.05], [0.04, 0.01, 0.02], [0.02, 0.00, -0.01], [0.01, 0.06, -0.02], [0.04, 0.00, -0.01], [-0.04, -0.07, 0.03], [-0.02, -0.01, 0.00], [-0.09, -0.02, -0.01], [-0.02, 0.05, -0.02], [-0.04, -0.01, 0.04], [-0.02, -0.04, 0.02]],
  "lowdin_charge": [-0.108, -0.255, -0.216, -0.222, -0.339, -0.312, 0.433, -0.508, 0.056, 0.070, 0.061, 0.067, 0.088, 0.097, 0.109, 0.105, 0.078, 0.044, 0.092, 0.007, 0.007, -0.121, -0.140, -0.091, -0.074, -0.436, -0.217, -0.188, -0.103, 0.036, 0.064, 0.072, 0.077, 0.132, 0.120, 0.119, 0.091, 0.074, 0.082, 0.071, 0.070, -0.061, -0.425, -0.204, -0.204, -0.105, 0.053, 0.063, 0.081, 0.079, 0.136, 0.118, 0.119, 0.094, 0.080, 0.060, 0.063, 0.067, -0.072, -0.433, -0.218, -0.195, -0.105, 0.036, 0.063, 0.073, 0.079, 0.133, 0.118, 0.098, 0.078, 0.074, 0.083, 0.069, 0.068, -0.057, -0.415, -0.198, -0.187, -0.111, 0.054, 0.068, 0.057, 0.081, 0.113, 0.124, 0.122, 0.089, 0.073, 0.085, 0.081, 0.073, -0.074, -0.434, -0.212, -0.199, -0.091, 0.036, 0.063, 0.070, 0.078, 0.131, 0.114, 0.124, 0.095, 0.072, 0.090, 0.063, 0.070]
}